Molecular formula: C28H23BMoN3O8
Method: DFT, ωB97M-V/def2-TZVPD

Output
Charge: +1
Energy relative to the best compared isomer or geometry (same formula, charge and spin) (kJ/mol): 135.6
Spin multiplicity: 3
HOMO (spin up / spin down) (eV): -11.07 / -11.12
Calculated total energy (Eh): -1939.810639

Positions of all 64 atoms, in Å:
Mo: -0.06107 0.36508 0.03925
O: 0.17933 -2.59976 1.86543
C: 0.71648 -1.64724 1.37705
O: 0.66962 -1.34241 0.07761
C: 1.46794 -0.58973 2.14105
C: 2.27802 -0.85876 3.23942
C: 3.03239 0.15981 3.75689
C: 2.95121 1.44675 3.18549
C: 3.75194 2.52406 3.62420
C: 3.63750 3.75956 3.05165
C: 2.67741 3.98455 2.04938
C: 1.87928 2.96365 1.60938
C: 2.03174 1.66317 2.12512
N: 1.30901 0.62285 1.59694
H: 2.30913 -1.86406 3.63385
H: 3.69876 -0.01595 4.59104
H: 4.46286 2.35172 4.42156
H: 4.27142 4.57140 3.38000
H: 2.56303 4.97372 1.62731
H: 1.11433 3.13306 0.86528
O: -1.49208 0.99828 1.43833
C: -2.74399 0.89699 1.33870
C: -3.47946 0.33014 0.27532
C: -4.88804 0.35263 0.35231
C: -5.63190 -0.30302 -0.58335
C: -5.02303 -1.05584 -1.60219
C: -3.65954 -1.08006 -1.71481
C: -2.84792 -0.35737 -0.81729
O: -1.56248 -0.34097 -0.97136
N: -7.09526 -0.22663 -0.51641
O: -7.72074 -0.91730 -1.29083
O: -7.57155 0.52338 0.31200
H: -3.31681 1.27668 2.18957
H: -5.38636 0.89041 1.14831
H: -5.64943 -1.61050 -2.28640
H: -3.16408 -1.64331 -2.49326
N: -1.25412 3.17740 -0.96261
C: -0.72792 2.23166 -0.56227
H: -1.60846 4.04313 -1.32071
C: 4.41754 6.76321 -2.03727
C: 5.47137 5.68331 -1.77250
C: 6.27965 6.09493 -0.53230
C: 6.39399 5.60442 -2.99935
C: 4.84365 4.31068 -1.54354
C: 5.61583 3.26821 -1.01074
C: 5.11267 2.00386 -0.74015
C: 3.77709 1.79575 -1.01348
O: 2.96672 0.72511 -0.72970
B: 1.68042 1.09378 -1.08378
O: 1.70433 2.37074 -1.64325
C: 3.00696 2.80536 -1.57309
C: 3.50991 4.05679 -1.85776
H: 4.91207 7.72884 -2.13842
H: 3.70103 6.83746 -1.21655
H: 3.87713 6.57411 -2.96532
H: 6.61231 7.12855 -0.63015
H: 7.16775 5.47942 -0.39973
H: 5.66752 6.01591 0.36827
H: 6.79306 6.59249 -3.23374
H: 5.83881 5.24755 -3.86769
H: 7.23340 4.93005 -2.82864
H: 6.65889 3.44284 -0.78751
H: 5.73738 1.22530 -0.32467
H: 2.86331 4.80403 -2.29456

***

Molecular formula: C45H46ClN7O5SSn
Method: DFT, ωB97M-V/def2-TZVPD

Output
Charge: +2
Energy relative to the best compared isomer or geometry (same formula, charge and spin) (kJ/mol): 58.8
Spin multiplicity: 1
HOMO (spin up / spin down) (eV): -12.40 / -12.40
Calculated total energy (Eh): -3573.999003

Positions of all 106 atoms, in Å:
Sn: -0.91027 0.20556 -0.88805
C: -0.83611 -1.44288 -4.11246
O: -0.42040 -0.11905 -3.68912
C: -0.48074 0.87667 -4.54204
C: -0.91614 0.78247 -5.86090
C: -0.74444 1.85559 -6.70918
C: -0.09849 3.04897 -6.30276
C: 0.31605 3.17866 -5.01788
C: 0.07109 2.12246 -4.08811
N: 0.29041 2.25355 -2.77968
N: 0.89761 3.25306 -2.30771
C: 1.82859 3.28101 -1.42384
C: 2.39663 1.92755 -0.98902
O: 1.84901 0.93197 -1.41708
C: 3.47794 1.95748 -0.03083
C: 3.90214 3.12495 0.47849
C: 3.32936 4.42316 0.13192
C: 3.81651 5.58717 0.70844
C: 3.31351 6.82447 0.33083
C: 2.32148 6.91058 -0.63619
C: 1.80991 5.75790 -1.20776
C: 2.30042 4.51341 -0.82164
H: -0.41145 -1.67963 -5.08428
H: -0.43294 -2.12343 -3.37061
H: -1.92168 -1.50758 -4.12223
H: -1.39759 -0.11508 -6.21800
H: -1.11168 1.77366 -7.72460
H: 0.03807 3.85877 -7.00588
H: 0.75915 4.09684 -4.65645
H: 3.94595 1.01602 0.22862
H: 4.72519 3.11931 1.18477
H: 4.60227 5.52042 1.45095
H: 3.70706 7.72548 0.78161
H: 1.96029 7.87858 -0.95526
H: 1.03338 5.81421 -1.96001
C: -8.87386 3.47190 -1.92015
C: -7.55251 2.75799 -1.99757
C: -7.49943 1.38870 -2.25537
C: -6.29283 0.71226 -2.27319
C: -5.12501 1.42509 -2.02946
C: -5.14053 2.79835 -1.80964
C: -6.35757 3.45422 -1.80356
S: -3.61719 0.56181 -1.94561
O: -2.54676 1.47794 -2.39403
O: -3.71880 -0.67441 -2.68505
N: -3.10890 0.29211 -0.44549
C: -3.43154 -0.84690 0.30303
C: -4.69966 -1.38570 0.47307
C: -4.83563 -2.45972 1.33095
C: -3.71730 -2.96347 1.98425
C: -2.49094 -2.39393 1.71116
N: -2.34066 -1.36996 0.86325
H: -9.64856 2.81770 -1.52265
H: -9.19118 3.79913 -2.91252
H: -8.80475 4.35255 -1.28376
H: -8.41835 0.84397 -2.43377
H: -6.24584 -0.35037 -2.47546
H: -4.21175 3.32922 -1.64822
H: -6.38558 4.52285 -1.62991
H: -5.54791 -0.94147 -0.03049
H: -5.80742 -2.90833 1.49215
H: -3.79697 -3.78520 2.68150
H: -1.59024 -2.76458 2.18032
C: 2.74248 -3.84499 4.80951
C: 2.07612 -2.53656 4.35677
C: 0.90347 -2.92270 3.44728
C: 1.52331 -1.85202 5.61661
C: 3.11118 -1.59070 3.64517
O: 4.29592 -1.45174 4.41724
C: 3.46385 -1.99994 2.19736
C: 4.48370 -3.14642 2.00822
C: 4.00248 -4.17610 1.01026
C: 3.57799 -3.78341 -0.25757
C: 3.11020 -4.70706 -1.17780
C: 3.06420 -6.04893 -0.83353
Cl: 2.46622 -7.20470 -1.97659
C: 3.49445 -6.46708 0.41171
C: 3.96065 -5.52799 1.32472
C: 2.65802 -0.11280 3.63401
N: 1.44551 0.22505 2.88270
C: 1.17943 0.10160 1.58673
N: 0.00527 0.65793 1.31815
C: -0.42073 1.11728 2.53234
N: 0.42814 0.87749 3.49680
H: 1.98043 -4.49063 5.24930
H: 3.49446 -3.67812 5.58446
H: 3.18511 -4.39745 3.98134
H: 0.14493 -3.42142 4.05543
H: 1.20683 -3.62571 2.66700
H: 0.43454 -2.05708 2.97910
H: 0.99481 -2.58863 6.22409
H: 0.81593 -1.05462 5.37939
H: 2.33148 -1.44228 6.22543
H: 4.65051 -2.32101 4.62998
H: 3.87188 -1.10792 1.71013
H: 2.54492 -2.26825 1.67780
H: 4.71391 -3.64206 2.94809
H: 5.42465 -2.72348 1.65352
H: 3.62498 -2.73587 -0.54132
H: 2.79260 -4.39667 -2.16493
H: 3.46864 -7.51834 0.66622
H: 4.30113 -5.86540 2.29748
H: 3.48830 0.47083 3.23622
H: 2.49126 0.21837 4.65194
H: 1.80866 -0.39076 0.86268
H: -1.35415 1.63628 2.67869

***

Molecular formula: C33H31AsBrCoNO
Method: DFT, ωB97M-V/def2-TZVPD

Output
Charge: +3
Spin multiplicity: 5
HOMO (spin up / spin down) (eV): -17.02 / -17.13
Calculated total energy (Eh): -7597.719732

Positions of all 69 atoms, in Å:
Co: 0.60470 -1.10038 -0.91892
C: -3.38497 0.24784 -2.37205
C: -2.98188 -0.94308 -1.51006
C: -4.04701 -2.04653 -1.59515
C: -1.62327 -1.51994 -1.86287
C: -0.81249 -0.99927 -2.88306
C: 0.38115 -1.63151 -3.26532
C: 0.82181 -2.81171 -2.64535
C: 2.05775 -3.52983 -3.09492
C: 0.06347 -3.27994 -1.55662
C: -1.12308 -2.64397 -1.16921
H: -4.36246 0.60672 -2.05379
H: -3.47632 -0.04025 -3.42138
H: -2.68651 1.08148 -2.29295
H: -2.92390 -0.60188 -0.46698
H: -4.13072 -2.41719 -2.61764
H: -5.01571 -1.63886 -1.30999
H: -3.83825 -2.89578 -0.94449
H: -1.13332 -0.11818 -3.42246
H: 0.94876 -1.22517 -4.09408
H: 2.90040 -3.31682 -2.43236
H: 2.33785 -3.23759 -4.10492
H: 1.89918 -4.60741 -3.07887
H: 0.38834 -4.16627 -1.02508
H: -1.68985 -3.05756 -0.34446
O: 6.68678 -0.69392 -0.36018
C: 5.38990 -0.70014 -0.58511
C: 4.77604 -0.16615 -1.72799
C: 3.41178 -0.24051 -1.83990
N: 2.62223 -0.79861 -0.89786
C: 3.23626 -1.30069 0.18209
Br: 2.05277 -2.11550 1.41643
C: 4.58303 -1.28555 0.40512
H: 7.20356 -0.30154 -1.07888
H: 5.35797 0.29103 -2.51727
H: 2.91044 0.15520 -2.71411
H: 5.02931 -1.71825 1.28901
C: -2.70823 4.11676 -1.16624
C: -3.21432 3.51513 -0.02164
C: -2.52484 2.47271 0.58330
C: -1.33445 2.03301 0.01589
C: -0.82659 2.62670 -1.13865
C: -1.51276 3.67998 -1.72375
As: -0.29695 0.60390 0.75846
C: 0.98510 1.48062 1.91635
C: 2.04476 2.26688 1.55985
C: 2.81538 2.86935 2.57123
C: 2.52872 2.66646 3.92787
C: 1.46913 1.87748 4.29712
C: 0.66275 1.27389 3.29511
C: -0.49230 0.48307 3.53813
C: -0.99693 0.15776 4.82398
C: -2.14019 -0.59523 4.93824
C: -2.79980 -1.04221 3.78948
C: -2.31529 -0.74110 2.50210
C: -1.18143 0.01355 2.37362
H: -3.24813 4.93337 -1.62639
H: -4.14423 3.86414 0.40674
H: -2.91640 2.01754 1.48470
H: 0.10171 2.27502 -1.58144
H: -1.12210 4.15640 -2.61284
H: 2.28676 2.45340 0.52097
H: 3.64475 3.50886 2.29635
H: 3.14053 3.14300 4.68143
H: 1.24558 1.73089 5.34472
H: -0.48906 0.50278 5.71395
H: -2.53430 -0.84235 5.91439
H: -3.70299 -1.63079 3.89015
H: -2.85765 -1.10329 1.63840

***

Molecular formula: C5H13N2
Method: DFT, ωB97M-V/def2-TZVPD

Output
Charge: +1
Energy relative to the best compared isomer or geometry (same formula, charge and spin) (kJ/mol): 321.9
Spin multiplicity: 1
HOMO (eV): -12.93
Calculated total energy (Eh): -307.499015

Positions of all 20 atoms, in Å:
C: 0.06853 -2.66344 0.72437
C: 2.18953 -2.06684 0.02487
N: 1.38081 -2.08875 0.99831
H: -0.11693 -3.55212 1.33061
H: -0.07537 -2.86234 -0.34242
H: -0.72214 -1.95150 0.98854
H: 3.00084 -1.34505 0.03010
H: 2.00542 -2.65836 -0.88175
C: -0.55635 2.72496 0.92270
C: -1.16747 1.51422 0.24829
C: -0.51906 0.53868 -1.90948
N: -0.22194 0.98229 -0.75895
H: 0.24709 2.46067 1.61255
H: -0.16626 3.41163 0.17066
H: -1.32883 3.25740 1.47935
H: -1.35429 0.70597 0.95981
H: -2.08642 1.74081 -0.29019
H: 0.24153 0.41956 -2.66882
H: -1.56400 0.50488 -2.20138
H: 0.74530 0.92732 -0.43720

***

Molecular formula: C12H24FO12Tl
Method: DFT, ωB97M-V/def2-TZVPD

Output
Charge: +2
Energy relative to the best compared isomer or geometry (same formula, charge and spin) (kJ/mol): 34.4
Spin multiplicity: 1
HOMO (eV): -16.53
Calculated total energy (Eh): -1645.939132

Positions of all 50 atoms, in Å:
Tl: -1.18402 1.63844 -1.03325
F: -0.02688 -0.67165 -2.35179
C: 3.17643 4.46420 -1.32990
O: 3.33370 3.42150 -2.26720
C: 2.64298 2.33328 -2.29891
O: 1.53673 2.11373 -1.78197
O: 3.36148 1.54433 -3.10104
C: 2.80290 0.30730 -3.44309
H: 3.59422 5.43568 -1.59406
H: 3.57176 4.10430 -0.38001
H: 2.10144 4.58542 -1.19645
H: 2.73748 -0.47991 -2.69202
H: 3.48599 -0.10293 -4.18687
H: 1.89527 0.39484 -4.04028
C: -1.09915 -2.84069 0.25537
O: -0.86364 -2.54687 1.60059
C: -0.71804 -1.38271 1.97714
O: -0.83745 -0.39942 1.20202
O: -0.42345 -1.39379 3.33967
C: -0.38795 -0.17864 4.01911
H: -0.49833 -3.73541 0.09225
H: -0.69175 -2.05727 -0.38368
H: -2.15003 -3.07245 0.08206
H: 0.58880 0.15736 4.36718
H: -1.10817 -0.37330 4.81378
H: -0.80067 0.69344 3.51192
C: -2.90916 -2.27694 -3.10582
O: -3.84323 -2.29601 -2.11598
C: -4.08086 -1.39915 -1.05957
O: -3.31022 -0.52226 -0.68208
O: -5.24579 -1.65839 -0.52279
C: -5.57325 -0.94268 0.67214
H: -2.79321 -1.27398 -3.51658
H: -3.22529 -2.96487 -3.88999
H: -2.02220 -2.67164 -2.61021
H: -6.53643 -1.29970 1.03672
H: -5.49505 0.13114 0.50213
H: -4.86288 -1.27602 1.42869
C: 1.99144 2.16372 3.47111
O: 2.57441 1.08181 2.83189
C: 2.28406 0.73530 1.48686
O: 1.40422 1.33670 0.86566
O: 2.92517 -0.36135 1.15732
C: 2.45476 -1.27401 0.20411
H: 0.93281 2.17006 3.21154
H: 2.27568 3.14826 3.09964
H: 2.12495 2.17828 4.55280
H: 3.19165 -2.05886 0.03348
H: 2.16034 -0.86106 -0.76071
H: 1.53853 -1.76701 0.52904